Record 1
Computed, not measured: C4H8O in the gas phase, with ωB97M-V with the def2-TZVPD basis set.

Output
SMILES string	C[C@@H]1O[C@@H]1C

Geometry as ORCA input:
```
! wB97M-V def2-TZVPD RIJCOSX def2/J DEFGRID3
* xyz 0 1
C 1.6250 0.4555 -0.1564
C 0.7513 -0.6715 0.3484
O 0.0275 -1.3561 -0.7076
C -0.7171 -0.6861 0.3109
C -1.5928 0.4639 -0.1443
H 1.1989 0.8298 -1.2107
H 2.6722 0.1302 -0.3289
H 1.6256 1.3293 0.6252
H 1.2622 -1.3031 1.1176
H -1.2704 -1.4065 0.9284
H -2.4264 0.0213 -0.6753
H -1.1133 1.1832 -0.8049
H -2.0429 1.0100 0.6974
*
```

=====

Record 2
Computed, not measured: C4H8O as an isolated structure, with ωB97M-V with the def2-TZVPD basis set.

Geometry as ORCA input:
```
! wB97M-V def2-TZVPD RIJCOSX def2/J DEFGRID3
* xyz 0 1
C 1.1722 -0.3662 -0.9890
C -0.3056 -0.2228 0.2512
O -0.7313 -1.5098 0.2705
C -1.0895 1.0102 0.0580
C -0.1268 0.8301 1.2138
H 1.7917 0.5073 -1.2356
H 0.5021 -0.5676 -1.8225
H 1.7764 -1.2428 -0.7443
H -0.4765 -1.8907 1.1226
H -0.8594 1.7211 -0.7399
H -2.1601 0.8219 0.1712
H 0.9253 0.2079 0.1927
H -0.4186 0.7014 2.2511
*
```

=====

Record 3
Computed, not measured: C4H8O in the gas phase, with ωB97M-V with the def2-TZVPD basis set.

Output
SMILES string	CC1(C)CO1

Geometry as ORCA input:
```
! wB97M-V def2-TZVPD RIJCOSX def2/J DEFGRID3
* xyz 0 1
C -1.3308 -0.9032 -0.1979
C -0.1013 0.0584 -0.1932
C 1.2331 -0.5944 0.0623
C 0.1628 1.7135 0.2165
O -0.3583 1.1793 -0.9571
H -1.8774 -0.9011 0.7475
H -2.0421 -0.6098 -0.9907
H -1.0480 -1.9574 -0.3984
H 1.3236 -0.7746 1.1492
H 2.0185 0.1107 -0.2014
H 1.3807 -1.5612 -0.4270
H -0.3461 1.7819 1.1677
H 0.9853 2.4580 0.0225
*
```

=====

In order of appearance, gap between HOMO and LUMO = 11.190; 8.095; 9.405 eV.
In order of appearance, energy relative to the best compared isomer or geometry (same formula, charge and spin) = 32.84; 145.17; 76.99 kcal/mol.